DFT (ωB97M-V with the def2-TZVPD basis set) results for a structure of composition C21H28N6O7Ru at a distorted geometry.

Calculated values
- Electronic energy: -48077.56721 eV
- Gap between HOMO and LUMO (spin up / spin down): 6.4171 / 6.9154 eV
- <S²>: 1.128
- Spin multiplicity: 2
- Charge: +1
- ΔE to the lowest compared entry with this formula, charge and spin: 82.62 kcal/mol
- E_HOMO (spin up / spin down): -0.3698 / -0.3704 hartree

Each line ends with the Mulliken charge.
Cartesian coordinates (Å):
1 Ru -0.354 0.525 0.015  1.097
2 C -2.772 5.061 -4.745  -0.817
3 O -3.127 5.592 -3.478  -0.428
4 C -2.704 4.956 -2.383  0.947
5 C -3.050 5.571 -1.157  -0.882
6 C -2.696 4.980 0.015  -0.779
7 C -1.950 3.780 0.058  -0.260
8 C -1.607 3.158 1.298  0.800
9 C -2.263 3.606 2.578  -1.466
10 O -0.752 2.244 1.400  -0.536
11 C -1.536 3.188 -1.185  0.533
12 O -0.789 2.142 -1.285  -0.916
13 C -1.974 3.788 -2.388  -0.294
14 H -3.175 5.751 -5.480  0.238
15 H -3.209 4.072 -4.897  0.339
16 H -1.688 5.002 -4.855  0.341
17 H -3.597 6.503 -1.187  0.449
18 H -2.968 5.473 0.939  0.388
19 H -3.243 4.041 2.415  0.452
20 H -1.620 4.340 3.071  0.359
21 H -2.346 2.746 3.240  0.379
22 H -1.682 3.288 -3.301  0.441
23 N 1.407 0.474 1.611  -0.298
24 C 1.419 -0.835 2.268  0.717
25 C 1.564 -0.686 3.794  -1.120
26 C 1.119 -1.847 4.694  -0.717
27 C 1.778 -3.230 4.519  -0.948
28 N 3.198 -3.212 4.149  -0.172
29 C 3.729 -3.657 3.011  0.797
30 N 5.071 -3.727 2.919  -0.420
31 N 2.981 -4.012 1.986  -0.281
32 C 0.108 -1.576 1.876  0.685
33 O 0.124 -2.813 1.834  -0.803
34 O -0.888 -0.829 1.649  -0.823
35 H 2.309 0.768 1.265  0.187
36 H 0.990 1.201 2.185  0.257
37 H 2.247 -1.405 1.852  0.212
38 H 0.947 0.169 4.080  0.518
39 H 2.599 -0.426 4.028  0.376
40 H 0.043 -1.989 4.575  0.354
41 H 1.281 -1.521 5.723  0.487
42 H 1.233 -3.809 3.784  0.473
43 H 1.712 -3.760 5.469  0.376
44 H 3.844 -2.949 4.876  0.237
45 H 5.658 -3.615 3.725  0.190
46 H 5.503 -4.073 2.082  0.203
47 H 1.984 -3.682 1.892  0.101
48 H 3.433 -4.352 1.154  0.230
49 O 1.431 -0.232 -1.069  -0.369
50 N 1.199 -0.913 -2.123  -0.398
51 N 0.002 -1.244 -2.311  1.170
52 O -0.968 -0.970 -1.475  -0.701
53 C -0.323 -1.995 -3.493  0.250
54 C -1.558 -2.626 -3.541  -0.328
55 C -1.898 -3.355 -4.668  -0.555
56 C -1.011 -3.441 -5.730  -0.435
57 C 0.215 -2.792 -5.675  -0.541
58 C 0.571 -2.062 -4.555  -0.319
59 H -2.224 -2.531 -2.696  0.435
60 H -2.856 -3.852 -4.720  0.373
61 H -1.276 -4.010 -6.612  0.383
62 H 0.891 -2.851 -6.517  0.378
63 H 1.514 -1.541 -4.503  0.455